No. 1
DFT (ωB97M-V/def2-TZVPD) results for 3 unconnected molecules or ions with the total composition C19H36N6P at a distorted geometry.

The geometry in ORCA input format:
```
! wB97M-V def2-TZVPD RIJCOSX def2/J DEFGRID3
* xyz 1 1
C 3.2846 -2.0445 1.3157
C 3.3983 -1.8965 -0.2629
C 4.6026 -0.9951 -0.7506
C 4.7235 0.4128 -0.0253
C 4.1933 1.6423 -0.8954
C 2.8910 1.2613 -1.7604
C 2.0170 2.5154 -2.1621
C 0.8297 2.8463 -1.1647
N 0.5255 1.7715 -0.1882
C 0.7368 2.0065 1.1903
N 1.3426 3.0087 1.8043
N 0.1725 0.8327 1.8314
C -0.3789 -0.1152 0.8016
C -0.6246 0.8949 -0.4314
P -0.6999 -0.1884 -1.9612
N -2.0301 -1.1077 -1.8654
H 2.5004 -1.2966 1.6683
H 4.2495 -1.8129 1.8568
H 2.8762 -3.0603 1.5689
H 3.5909 -2.9398 -0.6666
H 2.3922 -1.5918 -0.6664
H 5.5510 -1.5654 -0.5069
H 4.6214 -0.8308 -1.8662
H 5.8259 0.5836 0.1691
H 4.1796 0.4651 0.9591
H 3.9296 2.5175 -0.2272
H 4.9715 1.9661 -1.6383
H 2.3304 0.4219 -1.2683
H 3.3089 0.8271 -2.7232
H 1.7026 2.3857 -3.2367
H 2.7040 3.4201 -2.1507
H 1.0383 3.8398 -0.6616
H -0.1173 3.0255 -1.7656
H 1.8778 2.8245 2.6574
H 1.3870 3.9660 1.4554
H 0.9525 0.4069 2.3438
H -1.2387 -0.7697 1.1086
H 0.5656 -0.6655 0.4772
H -1.6619 1.2838 -0.1654
H 0.4238 -1.0910 -1.9393
H -0.8002 0.5360 -3.1934
H -2.4948 -0.8052 -0.9923
N -1.8361 -4.7560 2.0398
C -1.2543 -3.8948 1.1477
C -2.2431 -3.3956 0.3340
C -3.4667 -3.9746 0.7571
C -3.1841 -4.8065 1.8118
H -1.3487 -5.2712 2.7521
H -0.1905 -3.7138 1.1673
H -2.1021 -2.6903 -0.4761
H -4.4450 -3.8014 0.3363
H -3.8240 -5.4291 2.4167
N -5.5853 0.7853 -0.1420
C -6.4807 1.3775 0.7062
C -6.1373 2.7009 0.8287
C -4.9946 2.9169 0.0191
C -4.6787 1.7171 -0.5696
H -5.5928 -0.1838 -0.4106
H -7.2819 0.8080 1.1492
H -6.6518 3.4323 1.4320
H -4.4635 3.8465 -0.1182
H -3.8888 1.4472 -1.2540
*
```

**Lowest unoccupied orbital energy**: -3.457 eV
**Max |F|**: 5.3 eV Å⁻¹
**Energy above the lowest of the compared OMol25 structures with the same formula, charge and spin**: 57.05 kJ/mol
**E_tot**: -38506.42429 eV
**Gap between HOMO and LUMO**: 6.792 eV

No. 2
DFT (ωB97M-V/def2-TZVPD) results for a molecular structure, C19H36NO4 at a distorted geometry.

The geometry in ORCA input format:
```
! wB97M-V def2-TZVPD RIJCOSX def2/J DEFGRID3
* xyz 1 1
C -3.8410 -3.0362 -0.4545
C -2.2218 -3.0176 -0.3965
C -1.6220 -4.3244 -0.4805
C -0.1970 -4.4778 -0.5107
C 0.4345 -4.1639 0.6608
H -0.0853 -4.5736 1.7287
H 1.3958 -4.3061 0.9402
O 0.1804 -2.5642 0.9345
C 0.9044 -1.6956 0.3331
O 1.9370 -2.0149 -0.2949
C 0.4335 -0.0943 0.7456
C 0.9474 0.8182 -0.3694
N 2.5301 0.8495 -0.3146
C 3.2917 0.6274 -1.3404
C 4.6532 1.1363 -1.5244
C 5.3409 0.7792 0.0124
C 4.6281 1.1199 1.1351
C 3.1652 0.6043 1.1349
H 2.7266 1.1312 1.8377
H 3.2445 -0.3830 1.2100
H 5.0351 0.9942 1.9233
H 4.3886 2.4665 1.2266
H 6.3824 1.4065 -0.0536
H 5.5048 -0.2163 0.1209
H 5.1984 0.9394 -2.5050
H 4.6716 2.2596 -1.5156
H 2.7413 0.6333 -2.2862
H 3.3538 -0.3879 -1.3407
H 2.4339 2.0454 -0.1186
H 0.8692 0.3060 -1.2020
C 0.3480 2.2016 -0.1738
O 0.9695 3.0743 -0.1918
O -0.9224 2.0202 -0.0784
C -1.7791 3.0500 -0.0085
C -3.1760 2.7106 0.4966
H -3.0122 2.4422 1.4762
C -3.8428 1.9092 -0.7016
C -5.2191 1.4101 0.2448
C -6.2588 2.5441 0.2034
H -6.4778 3.2109 -0.6280
H -7.1249 1.9959 0.6083
H -6.0810 3.2410 1.2290
H -5.1683 0.8066 0.9459
H -5.6612 0.5409 -0.7262
H -4.1320 2.5372 -1.5175
H -3.0802 0.9825 -0.7871
H -3.6238 3.5823 0.7153
H -1.1318 3.7171 0.7463
H -1.7728 3.7373 -1.0781
H -0.7270 -0.2126 0.6902
H 0.7595 -0.0024 1.7140
H 0.1028 -5.4258 -0.7153
H 0.3041 -3.7669 -1.4058
H -2.0778 -4.9908 -1.2590
H -2.0195 -5.0616 0.5173
H -1.9035 -2.3054 -0.9868
H -2.1419 -2.6029 0.4909
H -4.4188 -3.6272 0.3059
H -4.1477 -3.3723 -1.4738
H -4.1551 -2.0430 -0.1900
*
```

**Lowest unoccupied orbital energy**: -2.197 eV
**Max |F|**: 17.6 eV Å⁻¹
**Energy above the lowest of the compared OMol25 structures with the same formula, charge and spin**: 1684.21 kJ/mol
**E_tot**: -29945.49957 eV
**Gap between HOMO and LUMO**: 9.441 eV